92
Properties=species:S:1:pos:R:3 method="wB97M-V/def2-TZVPD" energy_ev=-87155.4319 charge=+2 s_squared=0.7620 de_lowest_ev=1.496 spin_multiplicity=2
V -0.09 -1.01 -0.28
C 0.84 -0.65 -3.20
N 1.55 -0.58 -1.91
C 2.19 0.72 -1.62
C 1.37 1.45 -0.61
N 0.50 0.80 0.13
C -0.09 1.73 0.94
C -1.11 1.58 1.88
C -1.51 2.71 2.57
C -0.93 3.96 2.32
C 0.06 4.13 1.37
C 0.47 2.99 0.68
N 1.40 2.77 -0.32
C -0.59 -0.28 -2.97
N -1.05 -0.13 -1.75
C -2.38 0.24 -1.87
C -3.31 0.66 -0.92
C -4.58 0.95 -1.38
C -4.93 0.82 -2.73
C -4.00 0.48 -3.69
C -2.71 0.23 -3.24
N -1.55 -0.08 -3.91
H 0.89 -1.67 -3.58
H 1.29 0.01 -3.96
H 2.28 -1.29 -1.91
H 2.32 1.32 -2.53
H 3.19 0.54 -1.19
H -1.52 0.60 2.06
H -2.28 2.64 3.32
H -1.26 4.81 2.89
H 0.49 5.09 1.18
H 2.01 3.47 -0.73
H -3.02 0.84 0.11
H -5.33 1.31 -0.69
H -5.95 1.02 -3.02
H -4.25 0.45 -4.73
H -1.45 -0.16 -4.91
C -7.30 -3.94 -3.52
C -6.17 -3.47 -2.68
C -4.86 -3.52 -3.13
C -3.79 -3.13 -2.33
C -2.41 -3.23 -2.92
C -4.04 -2.69 -1.03
Te -2.57 -2.09 0.42
N -1.00 -3.07 -0.36
C -0.03 -2.95 0.51
O -0.03 -1.99 1.35
C 1.00 -4.02 0.48
C 1.81 -4.20 -0.63
C 2.65 -5.30 -0.70
C 2.67 -6.22 0.33
C 1.85 -6.05 1.43
C 1.02 -4.95 1.52
C -2.98 -3.46 2.00
C -3.30 -4.80 1.80
C -3.25 -5.41 0.44
C -3.68 -5.56 2.91
C -3.75 -5.01 4.18
C -4.18 -5.83 5.36
C -3.40 -3.68 4.35
C -3.02 -2.89 3.28
C -2.63 -1.45 3.48
C -5.36 -2.54 -0.59
C -5.69 -1.96 0.74
C -6.40 -2.94 -1.41
H -6.96 -4.57 -4.34
H -7.84 -3.09 -3.94
H -8.01 -4.51 -2.91
H -4.65 -3.90 -4.12
H -2.44 -2.98 -3.98
H -2.05 -4.26 -2.84
H -1.71 -2.59 -2.40
H 1.76 -3.49 -1.45
H 3.28 -5.45 -1.56
H 3.32 -7.09 0.27
H 1.84 -6.79 2.22
H 0.36 -4.81 2.37
H -2.56 -4.86 -0.20
H -4.24 -5.40 -0.01
H -2.94 -6.45 0.50
H -3.93 -6.60 2.76
H -4.46 -6.83 5.06
H -5.02 -5.35 5.85
H -3.37 -5.90 6.08
H -3.43 -3.25 5.34
H -2.62 -1.20 4.54
H -3.35 -0.79 2.99
H -1.62 -1.29 3.08
H -4.78 -1.70 1.28
H -6.25 -2.68 1.34
H -6.29 -1.07 0.63
H -7.41 -2.86 -1.05



81
Properties=species:S:1:pos:R:3 method="wB97M-V/def2-TZVPD" energy_ev=-94735.7687 charge=+3 s_squared=0.7668 de_lowest_ev=3.761 spin_multiplicity=2
Ir -0.72 -1.04 0.96
C -2.56 -1.92 -1.29
N -3.27 -2.84 -0.42
C -4.74 -2.86 -0.57
C -2.68 -3.32 0.68
N -1.60 -2.68 1.24
N -3.12 -4.43 1.25
C -2.77 -4.78 2.63
C -3.81 -5.49 0.49
H -3.20 -1.66 -2.13
H -1.63 -2.36 -1.66
H -2.30 -0.97 -0.78
H -5.10 -1.84 -0.67
H -5.21 -3.31 0.30
H -5.03 -3.42 -1.47
H -1.12 -3.20 1.96
H -1.84 -5.35 2.68
H -3.56 -5.41 3.03
H -2.69 -3.89 3.25
H -3.74 -5.30 -0.58
H -4.85 -5.57 0.79
H -3.32 -6.43 0.71
C 2.23 1.36 -4.45
C 3.20 1.76 -3.35
Sb 2.23 1.93 -1.42
C 0.90 3.62 -1.86
C 1.61 4.66 -2.72
C 3.87 2.60 -0.17
C 4.62 3.80 -0.74
H 2.79 1.22 -5.38
H 1.48 2.12 -4.65
H 1.75 0.40 -4.23
H 3.63 2.75 -3.50
H 3.98 1.02 -3.20
H 0.61 4.01 -0.88
H 0.04 3.19 -2.37
H 2.48 5.09 -2.23
H 0.91 5.48 -2.91
H 1.90 4.27 -3.69
H 4.51 1.72 -0.09
H 3.43 2.82 0.80
H 5.06 3.58 -1.72
H 5.44 4.03 -0.06
H 4.00 4.69 -0.82
C -0.94 2.17 5.53
C -1.09 1.54 4.15
C -1.81 2.49 3.20
S -1.49 2.05 1.48
O -1.93 0.53 1.42
C -2.85 2.91 0.66
C -3.16 2.34 -0.73
C -4.19 1.21 -0.68
H -0.43 1.48 6.21
H -1.90 2.43 5.96
H -0.34 3.08 5.48
H -1.66 0.61 4.22
H -0.10 1.30 3.75
H -1.45 3.52 3.30
H -2.89 2.47 3.35
H -2.48 3.94 0.61
H -3.73 2.87 1.31
H -2.23 1.99 -1.19
H -3.54 3.14 -1.35
H -3.90 0.44 0.04
H -4.32 0.76 -1.66
H -5.16 1.61 -0.36
F 3.75 -1.18 3.45
C 3.07 -0.12 3.13
F 3.84 0.89 2.79
F 2.25 0.24 4.11
S 1.96 -0.50 1.68
O 1.06 0.65 1.48
O 1.19 -1.73 2.00
N 2.91 -0.66 0.45
S 2.21 -1.34 -0.81
O 0.75 -1.01 -0.82
O 2.88 -1.04 -2.02
C 2.29 -3.21 -0.52
F 3.06 -3.45 0.52
F 1.05 -3.64 -0.27
F 2.75 -3.78 -1.60



100
Properties=species:S:1:pos:R:3 method="wB97M-V/def2-TZVPD" energy_ev=-261935.5346 charge=-1 de_lowest_ev=0.000
Sr 0.64 -0.80 0.04
C -0.91 0.76 3.27
C -0.38 1.79 2.32
C -0.13 3.14 2.56
C 0.41 3.62 1.39
C 0.87 5.01 1.08
N 0.48 2.60 0.51
N -0.02 1.47 1.09
B 0.95 2.64 -0.96
N -0.15 2.13 -1.92
N -0.60 0.84 -1.93
C -1.50 0.76 -2.90
C -2.22 -0.51 -3.20
C -1.63 2.00 -3.55
C -0.75 2.84 -2.90
C -0.48 4.28 -3.17
N 2.29 1.91 -1.23
N 2.41 0.55 -1.37
C 3.64 0.32 -1.81
C 4.14 -1.05 -2.13
C 4.34 1.53 -1.95
C 3.44 2.51 -1.59
C 3.68 3.98 -1.54
H -1.32 1.24 4.16
H -1.70 0.17 2.81
H -0.11 0.09 3.59
H -0.30 3.70 3.47
H 0.72 5.64 1.96
H 1.92 5.04 0.81
H 0.30 5.45 0.25
H 1.13 3.79 -1.21
H -2.23 -1.17 -2.33
H -3.26 -0.31 -3.49
H -1.74 -1.06 -4.01
H -2.27 2.24 -4.38
H -1.10 4.62 -4.00
H -0.70 4.90 -2.30
H 0.57 4.45 -3.43
H 3.58 -1.82 -1.60
H 4.06 -1.24 -3.20
H 5.19 -1.13 -1.85
H 5.36 1.66 -2.27
H 4.71 4.19 -1.84
H 3.01 4.52 -2.22
H 3.52 4.38 -0.54
C -0.30 -3.59 2.40
O -0.97 -2.57 1.64
C -2.29 -2.43 1.77
C -3.12 -3.19 2.58
C -4.49 -2.90 2.62
Br -5.61 -3.95 3.73
C -5.03 -1.88 1.88
C -4.19 -1.10 1.07
C -2.84 -1.37 1.01
O -1.95 -0.68 0.28
C -4.71 0.04 0.31
N -3.96 0.84 -0.39
C -4.81 1.79 -0.94
C -4.53 2.88 -1.75
C -5.60 3.67 -2.15
C -6.91 3.38 -1.74
C -7.20 2.30 -0.92
C -6.12 1.52 -0.53
N -6.03 0.40 0.27
H -0.79 -4.55 2.22
H -0.33 -3.33 3.46
H 0.71 -3.63 2.01
H -2.72 -3.98 3.19
H -6.09 -1.69 1.95
H -2.40 0.08 -0.18
H -3.52 3.08 -2.06
H -5.42 4.52 -2.78
H -7.72 4.02 -2.07
H -8.21 2.09 -0.60
H -6.78 -0.08 0.73
O 6.53 -2.27 0.80
C 6.01 -2.88 1.98
C 4.48 -2.83 1.99
C 4.12 -3.34 3.40
O 2.76 -3.62 3.62
C 4.07 -1.36 1.77
Se 2.40 -0.70 2.59
C 4.01 -3.82 0.89
Se 2.23 -3.71 0.06
H 7.48 -2.42 0.78
H 6.39 -2.35 2.87
H 6.34 -3.93 2.03
H 4.48 -2.61 4.13
H 4.66 -4.28 3.58
H 2.32 -2.76 3.46
H 4.02 -1.17 0.70
H 4.86 -0.72 2.17
H 4.12 -4.83 1.30
H 4.72 -3.73 0.06
C 0.08 -5.13 -2.44
C -0.16 -3.76 -2.03
N -0.26 -2.70 -1.61
H 0.16 -5.19 -3.52
H -0.73 -5.77 -2.09
H 1.02 -5.43 -1.97



8
Properties=species:S:1:pos:R:3 method="wB97M-V/def2-TZVPD" energy_ev=-13442.6938 de_lowest_ev=0.000
C 0.52 0.57 1.00
N -0.68 -0.77 -1.10
S 0.73 0.25 -0.86
H 1.35 1.15 1.43
H 0.44 -0.47 1.44
H -0.44 1.10 1.04
H -1.40 -0.17 -1.40
H -0.51 -1.66 -1.54